(1)
Entry from OMol25: a 7-piece molecular cluster, C15H27Cl9O6 overall (ωB97M-V/def2-TZVPD).

Cartesian coordinates (Å):
C: -34.5361 -2.8619 13.5405
O: -33.5991 -3.8026 14.0292
C: -32.3603 -3.3241 14.1804
O: -32.0191 -2.1966 13.9715
O: -31.5572 -4.3370 14.5013
C: -30.1875 -4.0365 14.4999
H: -34.8227 -2.1481 14.3181
H: -35.4017 -3.4290 13.2170
H: -34.1375 -2.2729 12.7146
H: -29.6135 -4.9484 14.3632
H: -29.8601 -3.5984 15.4490
H: -29.9315 -3.3135 13.7234
Cl: -24.3502 -4.6471 16.4845
C: -25.2982 -3.5026 15.5492
Cl: -26.9718 -3.4439 16.0862
Cl: -25.1960 -3.8999 13.8136
H: -24.8665 -2.5160 15.6400
Cl: -25.0017 -0.3365 17.5520
C: -25.7391 0.5931 16.2581
Cl: -27.4889 0.5978 16.4138
Cl: -25.2658 -0.0542 14.6953
H: -25.3921 1.6139 16.3104
Cl: -21.1348 -0.1087 16.9995
C: -21.0879 -1.8006 16.5153
Cl: -22.1458 -2.0524 15.1112
Cl: -21.4883 -2.8170 17.8750
H: -20.0902 -2.0308 16.1724
C: -21.3860 -5.8439 15.4170
C: -20.3337 -6.7426 14.7867
C: -20.8000 -7.6250 13.6563
O: -19.1853 -6.7499 15.1705
H: -21.0440 -4.8147 15.3224
H: -21.4390 -6.0713 16.4810
H: -22.3263 -5.9977 14.9024
H: -21.4065 -7.0294 12.9573
H: -21.4282 -8.4555 13.9764
H: -19.9652 -7.9920 13.0608
C: -21.4384 -7.4642 19.9477
C: -22.9473 -7.2705 19.8938
C: -23.4737 -5.8623 20.0172
O: -23.6962 -8.2217 19.8986
H: -21.0481 -6.8608 20.7680
H: -20.9123 -7.1976 19.0315
H: -21.2600 -8.5173 20.1583
H: -23.7133 -5.4798 19.0192
H: -22.7525 -5.1835 20.4699
H: -24.3991 -5.8218 20.5890
C: -24.8366 -7.6261 9.9828
C: -26.0505 -6.7317 10.0664
C: -26.0643 -5.7054 11.1677
O: -26.9722 -6.8385 9.3040
H: -24.7518 -8.2127 10.8987
H: -23.9343 -7.0228 9.8560
H: -24.9193 -8.2803 9.1187
H: -26.2503 -6.1296 12.1575
H: -26.8386 -4.9680 10.9627
H: -25.0978 -5.2038 11.2687

Computed properties:
HOMO level = -9.7479 eV
Multiplicity = 1
M = 622.5 Da
Net charge = 0
Total energy = -140979.1495 eV
Gap between HOMO and LUMO = 0.3646 Ha
SMILES string = COC(=O)OC.ClC(Cl)Cl.ClC(Cl)Cl.ClC(Cl)Cl.CC(C)=O.CC(C)=O.CC(C)=O
LUMO = 0.2 eV



(2)
Entry from OMol25: a 3-piece molecular cluster, C4H14O3 overall (ωB97M-V/def2-TZVPD).

Cartesian coordinates (Å):
C: 0.0111 0.3178 -2.1016
O: -0.7111 1.0211 -3.2197
C: -0.9408 -0.5879 -1.2740
C: -0.3751 -0.9344 0.0924
C: -1.2504 -1.9419 0.8447
H: 0.8625 -0.1865 -2.6107
H: 0.4914 0.9210 -1.3162
H: -0.9753 1.9003 -2.9233
H: -1.1132 -1.5246 -1.8539
H: -1.9265 -0.0361 -1.3132
H: -0.1871 -0.0790 0.7079
H: 0.6350 -1.3273 0.0420
H: -2.1674 -1.3366 1.1201
H: -0.8785 -2.3581 1.7983
H: -1.5031 -2.8549 0.1738
H: 1.3035 1.4886 2.2589
H: 1.4324 2.9163 1.6838
O: 0.7693 2.2855 2.0106
H: 2.0935 -1.0895 2.0116
H: 1.5515 -0.7871 3.4659
O: 1.9059 -0.4027 2.6324

Computed properties:
HOMO level (spin up / spin down) = -14.0223 / -14.0087 eV
Multiplicity = 2
M = 110.2 Da
Net charge = +1
Total energy = -10506.5291 eV
Gap between HOMO and LUMO (spin up / spin down) = 0.3828 / 0.1362 Ha
LUMO (spin up / spin down) = -3.6 / -10.3 eV



(3)
Entry from OMol25: a 2-piece molecular cluster, C3HF5NO overall (ωB97M-V/def2-TZVPD).

Cartesian coordinates (Å):
C: 0.4173 -0.6308 -2.2972
C: 1.9330 -0.8456 -2.3687
C: -1.1679 0.2320 1.0572
N: 1.2069 -0.3489 -1.2893
O: 1.4530 0.1005 -0.1042
F: 2.3687 -2.1388 -2.2771
F: 2.9229 -0.2005 -3.0975
F: -2.1862 0.7955 0.4015
F: -1.5585 -1.0364 1.0574
F: -1.2800 0.6685 2.3842
H: -0.1981 0.2880 0.4511

Computed properties:
HOMO level = -4.4170 eV
Multiplicity = 1
M = 162.0 Da
Net charge = -1
Total energy = -20249.4524 eV
Gap between HOMO and LUMO = 0.3125 Ha
LUMO = 4.1 eV